(1)
{"formula": "C10H12NOS", "method": "ωB97M-V/def2-TZVPD", "orbital_gap_ev": 9.39, "e_tot_ev": -24928.0237, "charge": 1, "smiles": "CC1=[N+]=[S@@](C)(=O)c2ccccc2C1", "relative_energy_kcal_mol": 65.4, "symbols": ["C", "C", "N", "S", "C", "O", "C", "C", "C", "C", "C", "C", "C", "H", "H", "H", "H", "H", "H", "H", "H", "H", "H", "H", "H"], "xyz": [[-2.938, -0.051, -1.350], [-1.595, -0.204, -0.831], [-1.185, -1.590, -0.669], [0.235, -1.916, 0.080], [-0.416, -2.396, 1.624], [0.794, -3.102, -0.513], [1.312, -0.459, 0.010], [2.683, -0.704, 0.026], [3.428, 0.471, -0.047], [2.876, 1.737, -0.189], [1.541, 1.888, -0.380], [0.711, 0.785, -0.331], [-0.733, 0.925, -0.424], [-2.817, -0.024, -2.484], [-3.392, 0.985, -1.128], [-3.569, -0.832, -1.109], [-0.944, -1.657, 2.169], [0.317, -2.798, 2.313], [-1.068, -3.194, 1.351], [3.168, -1.611, 0.154], [4.517, 0.237, -0.028], [3.354, 2.623, -0.527], [1.150, 2.919, -0.538], [-1.213, 1.312, 0.546], [-0.889, 1.837, -1.076]]}



(2)
{"formula": "C10H12O2", "method": "ωB97M-V/def2-TZVPD", "orbital_gap_ev": 9.18, "e_tot_ev": -14655.9037, "charge": 0, "smiles": "C=CCc1ccc(O)c(OC)c1", "relative_energy_kcal_mol": 78.6, "symbols": ["C", "C", "C", "C", "C", "C", "C", "O", "C", "O", "C", "C", "H", "H", "H", "H", "H", "H", "H", "H", "H", "H", "H", "H"], "xyz": [[-4.247, 0.343, 0.015], [-3.155, -0.314, 0.395], [-2.207, -0.848, -0.594], [-0.765, -0.260, -0.364], [-0.644, 1.155, -0.162], [0.617, 1.777, 0.008], [1.839, 1.079, -0.138], [3.019, 1.765, -0.370], [1.641, -0.316, -0.214], [2.851, -1.042, -0.607], [3.730, -1.265, 0.512], [0.415, -1.005, -0.305], [-4.886, 0.235, 0.968], [-4.525, 0.552, -1.036], [-3.065, -0.347, 1.468], [-2.532, -0.637, -1.616], [-2.069, -1.877, -0.332], [-1.692, 1.478, 0.091], [0.606, 2.824, 0.220], [2.856, 2.729, 0.103], [3.294, -1.906, 1.256], [4.636, -1.803, 0.319], [3.891, -0.236, 1.052], [0.393, -2.081, -0.671]]}



(3)
{"formula": "C10H12O2S", "method": "ωB97M-V/def2-TZVPD", "orbital_gap_ev": 9.31, "e_tot_ev": -25489.7941, "charge": 0, "smiles": "CCSc1ccccc1OC(C)=O", "relative_energy_kcal_mol": 130.0, "symbols": ["C", "C", "S", "C", "C", "C", "C", "C", "C", "O", "C", "C", "O", "H", "H", "H", "H", "H", "H", "H", "H", "H", "H", "H", "H"], "xyz": [[-0.978, 1.454, 1.842], [-0.787, 2.559, 0.631], [-0.424, 1.714, -0.938], [0.786, 0.429, -0.492], [1.979, 0.757, -0.639], [2.987, -0.179, -0.314], [2.791, -1.316, 0.542], [1.472, -1.558, 0.743], [0.509, -0.756, 0.292], [-0.775, -1.208, 0.743], [-1.565, -1.292, -0.439], [-3.012, -1.594, -0.027], [-0.991, -1.434, -1.466], [-0.139, 0.662, 1.673], [-1.920, 0.798, 1.469], [-1.118, 2.032, 2.934], [-1.828, 3.022, 0.058], [0.084, 3.455, 0.768], [2.261, 1.537, -1.378], [3.923, 0.372, -0.366], [3.717, -1.939, 1.078], [1.113, -2.309, 1.622], [-3.441, -2.473, -0.733], [-3.239, -1.873, 1.011], [-3.604, -0.594, -0.189]]}



(4)
{"formula": "C10H12O2Si", "method": "ωB97M-V/def2-TZVPD", "orbital_gap_ev": 9.40, "e_tot_ev": -22536.2489, "charge": 0, "smiles": "C[Si](C)(c1ccco1)c1ccco1", "relative_energy_kcal_mol": 33.8, "symbols": ["C", "Si", "C", "C", "C", "C", "C", "O", "C", "C", "C", "C", "O", "H", "H", "H", "H", "H", "H", "H", "H", "H", "H", "H", "H"], "xyz": [[2.254, 0.233, 0.918], [0.644, -0.300, 0.107], [1.060, -1.885, -0.825], [-0.818, -0.693, 1.267], [-2.185, -0.510, 1.273], [-2.696, -1.345, 2.252], [-1.612, -1.958, 2.842], [-0.448, -1.522, 2.290], [0.315, 1.039, -1.118], [0.129, 2.419, -1.000], [-0.009, 2.921, -2.314], [0.131, 1.863, -3.167], [0.287, 0.671, -2.456], [2.292, 1.324, 1.076], [2.374, -0.316, 1.867], [3.028, 0.014, 0.207], [0.170, -2.526, -0.977], [1.780, -2.363, -0.206], [1.491, -1.629, -1.790], [-2.733, 0.129, 0.623], [-3.752, -1.516, 2.403], [-1.644, -2.711, 3.638], [0.065, 2.940, -0.034], [-0.236, 3.912, -2.645], [0.112, 1.810, -4.231]]}